Density functional theory data (wB97M-V/def2-TZVPD) for a molecular structure, C41H38CoN3O5P2Se3Te.

XYZ file:
```
94
Properties=species:S:1:pos:R:3:forces:R:3:mulliken_charge:R:1
Co 0.327123 -0.892028 1.978796 0.427 0.213 0.116 0.844
Se 2.233870 -2.070315 2.814594 0.443 -0.055 0.064 -0.026
Se 3.442950 -0.473589 3.967371 -0.059 -0.125 -0.134 -0.613
Te 5.556823 -1.246358 0.533686 -0.029 -0.088 -0.015 -0.520
Se 3.565079 -2.757564 0.819856 0.092 -0.046 0.215 -0.446
C -0.535568 -1.541496 6.028957 0.003 -0.005 -0.013 -1.740
C -0.965092 -0.864761 4.734614 0.058 0.099 0.009 1.938
C -1.999374 0.230441 4.971533 -0.056 -0.039 0.003 -1.880
O 0.183800 -0.300496 4.088894 -0.869 0.143 -0.115 -0.034
C -1.580861 -1.923367 3.782431 0.012 0.048 -0.024 -0.011
O -2.613613 -2.474300 4.162655 -0.041 0.046 -0.072 -0.783
O -1.001327 -2.139267 2.664146 0.101 -0.196 -0.040 -0.205
H -0.264492 -0.793372 6.779029 0.014 0.005 -0.011 0.418
H 0.336850 -2.168058 5.840865 -0.022 -0.031 -0.004 0.322
H -1.351819 -2.152964 6.410770 -0.002 0.016 0.024 0.397
H -1.605470 0.975016 5.669043 0.010 0.001 -0.014 0.453
H -2.910140 -0.199824 5.386207 0.007 -0.004 0.017 0.388
H -2.240929 0.723347 4.026985 0.009 0.000 -0.001 0.316
H 0.656903 0.316961 4.658020 0.337 -0.190 0.019 0.125
O -1.322931 0.082083 1.179019 0.167 0.380 0.054 -0.272
P -2.176938 -0.271540 0.008539 -0.070 -0.154 0.064 1.057
C -2.201658 -2.054500 -0.304632 -0.053 -0.149 -0.090 -1.188
P -0.562971 -2.702423 -0.732582 -0.083 -0.071 0.276 -0.615
O 0.465782 -2.105620 0.153926 0.051 0.263 -0.339 0.628
C -0.212728 -2.372419 -2.466988 0.119 -0.104 0.006 1.134
C 1.029980 -1.802904 -2.728869 -0.046 0.015 -0.108 -0.301
C 1.417517 -1.582800 -4.046333 0.020 0.025 0.106 -0.827
C 0.576522 -1.938249 -5.087260 -0.052 -0.028 -0.065 -0.513
C -0.660190 -2.520928 -4.825966 0.064 0.020 0.012 -0.781
C -1.051776 -2.739573 -3.517242 -0.029 -0.002 0.010 -0.374
C -0.669854 -4.482794 -0.521518 0.028 0.006 0.054 0.530
C 0.322703 -5.061118 0.264143 -0.054 -0.103 -0.020 -0.268
C 0.293107 -6.429232 0.502621 0.052 0.063 0.008 -0.866
C -0.718587 -7.208321 -0.033595 -0.042 -0.036 -0.013 -0.454
C -1.709911 -6.630793 -0.819381 0.035 0.008 0.019 -0.755
C -1.685428 -5.268171 -1.062223 -0.021 -0.010 -0.031 -0.328
C -1.663082 0.521285 -1.518161 -0.018 0.129 0.042 0.122
C -0.620925 1.439759 -1.449717 -0.002 -0.012 -0.087 -0.671
C -0.142629 2.031392 -2.611487 0.000 -0.002 0.055 -0.456
C -0.704662 1.704428 -3.834617 -0.005 0.009 -0.051 -0.710
C -1.756708 0.797903 -3.906684 0.025 0.026 0.040 -0.771
C -2.237249 0.210299 -2.749880 -0.036 -0.012 0.002 -0.004
C -3.890933 0.144699 0.347605 -0.031 0.012 0.124 0.437
C -4.630799 1.057901 -0.393039 -0.040 -0.011 -0.045 -0.488
C -5.929009 1.369198 -0.007778 0.033 -0.014 -0.016 -0.722
C -6.478530 0.774903 1.117623 -0.023 0.003 0.020 -0.459
C -5.737371 -0.131191 1.867250 -0.009 0.007 -0.032 -0.809
C -4.443808 -0.445921 1.488408 0.034 -0.010 0.001 -0.532
H -2.976890 -2.324380 -1.025293 -0.008 0.019 0.003 0.892
H -2.420913 -2.512045 0.669240 -0.045 0.010 -0.013 0.743
H 1.688119 -1.561208 -1.901544 0.007 0.009 0.002 0.338
H 2.386639 -1.144999 -4.247651 -0.002 -0.001 -0.016 0.497
H 0.886768 -1.773644 -6.111752 -0.004 0.007 0.000 0.398
H -1.311204 -2.807302 -5.642205 -0.002 0.004 -0.005 0.417
H -2.017444 -3.192750 -3.320725 0.012 -0.014 0.015 0.243
H 1.105465 -4.442302 0.684584 0.000 0.029 0.015 0.080
H 1.063726 -6.876360 1.116380 -0.006 -0.009 0.003 0.447
H -0.744256 -8.272256 0.166100 0.009 -0.001 -0.010 0.372
H -2.501898 -7.241021 -1.234002 -0.002 -0.002 0.002 0.397
H -2.466726 -4.825285 -1.670029 -0.001 0.018 0.022 0.235
H -0.184816 1.679424 -0.491331 0.058 -0.005 0.076 0.206
H 0.673217 2.740511 -2.553032 0.007 -0.008 -0.002 0.514
H -0.322114 2.155386 -4.741721 0.001 -0.002 0.000 0.407
H -2.189241 0.540863 -4.864730 -0.003 -0.002 -0.001 0.403
H -3.053696 -0.501137 -2.811857 0.013 -0.011 0.013 0.466
H -4.196756 1.532811 -1.264318 0.011 -0.002 0.003 0.350
H -6.506145 2.079852 -0.585055 0.003 0.011 0.006 0.403
H -7.487027 1.026333 1.421230 -0.006 -0.009 -0.010 0.375
H -6.162610 -0.589004 2.750449 0.010 0.006 0.012 0.468
H -3.856936 -1.132521 2.092891 -0.005 -0.011 0.021 0.190
N 4.456974 3.946425 -1.070420 0.007 0.229 -0.007 0.143
C 4.856329 5.231284 -1.372804 0.121 -0.153 -0.100 0.635
C 5.880233 5.734010 -2.171552 -0.071 -0.021 0.052 -1.050
C 5.988082 7.108249 -2.246145 -0.027 0.106 0.012 -0.395
C 5.108852 7.954853 -1.547720 0.074 -0.056 -0.054 -0.448
C 4.098911 7.444834 -0.758189 -0.034 -0.021 0.019 -0.723
C 3.971634 6.058764 -0.672673 -0.179 -0.021 0.175 0.467
N 3.062575 5.290883 0.045791 0.138 0.132 -0.182 -0.731
C 3.390854 4.056245 -0.216896 -0.230 -0.468 0.191 -0.154
C 2.710574 2.857772 0.325805 0.234 0.342 -0.202 1.227
C 1.668730 2.997763 1.242402 -0.007 -0.153 0.110 -0.578
C 1.081527 1.855450 1.744195 0.129 0.091 0.057 -0.892
N 1.453793 0.623583 1.368187 -0.476 -0.116 -0.250 1.297
C 2.444481 0.489850 0.494391 -0.008 0.084 0.082 0.134
C 3.105108 1.584401 -0.042315 -0.128 -0.021 0.004 -0.596
H 4.905608 3.091979 -1.349623 0.025 -0.025 0.040 0.177
H 6.561885 5.084455 -2.704566 -0.001 -0.011 0.001 0.397
H 6.768609 7.545860 -2.855231 0.006 0.001 0.007 0.373
H 5.234732 9.026625 -1.629878 0.002 0.003 -0.009 0.375
H 3.423059 8.089299 -0.211927 -0.007 -0.001 -0.003 0.425
H 1.341718 3.977162 1.559387 0.036 0.014 0.010 0.556
H 0.286215 1.904303 2.476114 -0.048 -0.006 -0.042 0.298
H 2.739278 -0.520652 0.245017 -0.073 0.005 -0.094 -0.828
H 3.923333 1.374275 -0.716611 0.023 -0.007 0.030 0.364
```
Forces are in eV/Å.

2S+1 = 2
largest force on an atom = 0.89 eV/Å
energy relative to the best compared isomer or geometry (same formula, charge and spin) = 12.2 kcal/mol
charge = -1
⟨S²⟩ = 0.769
molecular weight = 1138.13 g mol⁻¹

=====

Density functional theory data (wB97M-V/def2-TZVPD) for a molecular structure, C18H27AuClN at a distorted geometry.

XYZ file:
```
48
Properties=species:S:1:pos:R:3:forces:R:3:mulliken_charge:R:1
C 1.686605 2.696812 -1.345442 -0.074 1.461 -0.297 -1.154
H 2.470407 3.085900 -0.691435 0.172 -0.124 -0.057 0.484
H 2.060519 2.434954 -2.338523 0.026 0.231 0.014 0.411
H 0.633856 0.243855 1.262178 0.179 0.545 0.226 -0.095
C 0.413752 3.532612 -1.323674 0.015 -1.090 0.575 0.063
H -0.414779 2.887999 -1.664457 0.055 0.436 -0.106 0.244
H 0.189863 3.801709 -0.281193 0.004 0.030 -0.233 0.175
C 0.556263 4.776327 -2.177014 0.102 0.007 -0.023 -1.404
H -0.386239 5.309532 -2.183333 -0.125 0.172 -0.140 0.390
H 1.321493 5.429783 -1.766985 0.072 0.089 -0.036 0.354
H 0.836928 4.497623 -3.188341 -0.045 0.140 -0.183 0.365
C -0.969475 -2.105196 -0.205414 -1.227 0.381 -0.739 1.077
C -1.604637 -1.220374 -1.140576 -0.478 -1.522 1.368 0.558
C -0.637971 -0.672441 -1.965565 1.824 0.288 -0.112 0.807
C 0.715543 -1.102312 -1.472329 -1.115 0.212 -0.604 0.485
C 0.398085 -2.109057 -0.437392 0.221 0.388 -0.058 0.070
C 1.358387 -3.048793 0.177236 0.566 0.029 0.031 -1.573
C 1.773455 -1.414977 -2.485228 0.578 -0.038 -0.387 -1.413
C -0.879970 0.161688 -3.160387 -0.015 0.388 -0.100 -1.497
C -3.070121 -1.029383 -1.250416 -0.182 0.320 0.027 -1.611
C -1.691861 -2.964631 0.763640 -0.201 -0.075 0.469 -1.666
Au 1.310157 0.840420 -0.627996 0.107 -1.424 -0.183 0.230
H 2.689110 -1.759415 -2.000290 -0.048 0.040 -0.114 0.440
H 1.453592 -2.195765 -3.193324 0.000 0.187 0.212 0.392
H 2.032897 -0.520040 -3.054073 0.016 -0.182 -0.147 0.324
H 2.385232 -2.818651 -0.124777 -0.182 -0.100 0.123 0.324
H 1.307636 -3.012216 1.275955 -0.084 -0.149 -0.246 0.299
H 1.151522 -4.091887 -0.118773 -0.065 0.334 0.110 0.396
H -2.628185 -2.486745 1.079784 0.215 -0.197 -0.029 0.399
H -1.958580 -3.945989 0.337870 0.125 0.305 0.036 0.338
H -1.079561 -3.152881 1.655164 -0.179 -0.039 -0.170 0.362
H -3.303494 -0.119711 -1.809125 -0.076 -0.150 0.085 0.383
H -3.552234 -1.868188 -1.770277 0.146 0.077 0.097 0.333
H -3.526804 -0.957031 -0.257505 0.000 -0.032 -0.180 0.401
H -0.021779 0.802803 -3.387288 -0.081 -0.211 -0.051 0.293
H -1.080323 -0.460195 -4.047779 0.052 0.056 0.213 0.331
H -1.754200 0.811790 -3.020461 0.146 -0.226 -0.076 0.481
Cl -1.866801 3.053725 4.140455 0.078 0.066 -0.136 -0.129
C -0.807271 1.769827 3.757818 -0.102 0.062 0.344 -0.036
C -0.457791 0.852897 4.759838 0.305 -0.267 -0.365 -0.083
C 0.352064 -0.241538 4.442540 -0.008 0.119 0.517 -0.808
C 0.821204 -0.397535 3.165017 -0.503 0.547 -0.778 0.066
N 0.465473 0.522291 2.240477 -0.998 -0.067 0.265 0.383
C -0.345850 1.603167 2.467656 0.679 -1.307 0.405 -0.046
H -0.844537 1.000826 5.765717 0.084 -0.091 -0.177 0.477
H 0.617629 -0.998654 5.165066 -0.080 0.127 0.238 0.422
H 1.389203 -1.247975 2.783629 -0.064 0.362 0.343 0.479
H -0.629711 2.234440 1.634235 0.165 -0.108 0.028 0.477
```
Forces are in eV/Å.

2S+1 = 3
largest force on an atom = 2.10 eV/Å
charge = +2
⟨S²⟩ = 2.020
molecular weight = 489.84 g mol⁻¹

=====

Density functional theory data (wB97M-V/def2-TZVPD) for a molecular structure, C28H32N5O4PTl.

XYZ file:
```
71
Properties=species:S:1:pos:R:3:forces:R:3:mulliken_charge:R:1
Tl 0.358501 0.423006 -0.921909 -0.237 0.155 0.012 1.200
N 2.162233 -0.909481 0.817618 0.237 -0.161 0.223 -0.030
C 3.554413 -1.142053 0.479830 0.013 0.181 -0.212 -0.874
C 3.961864 -0.210654 -0.673862 -0.155 -0.183 0.134 -0.810
N 2.990342 -0.259022 -1.744401 0.257 0.083 -0.261 0.357
C 3.075109 -1.388572 -2.661144 -0.178 -0.131 0.153 -0.963
C 2.070799 -2.506721 -2.362681 0.082 0.101 -0.027 -0.594
N 0.720804 -1.960086 -2.385438 0.053 -0.149 -0.190 -0.330
H 2.011563 -0.148701 1.473246 -0.125 0.010 -0.055 0.119
H 1.684491 -1.730040 1.159110 -0.053 0.017 0.032 0.067
H 3.674003 -2.176928 0.152290 -0.022 -0.018 0.026 0.289
H 4.246198 -0.989760 1.319374 0.009 -0.035 -0.021 0.422
H 4.976693 -0.479472 -1.010894 0.019 0.042 0.030 0.392
H 3.994500 0.814469 -0.294345 -0.004 0.022 -0.039 0.264
H 2.966811 0.599420 -2.275499 -0.067 0.014 -0.094 -0.003
H 4.089588 -1.814103 -2.673657 0.002 -0.005 -0.013 0.337
H 2.844107 -1.018101 -3.660717 0.074 0.064 -0.007 0.439
H 2.253256 -2.941437 -1.376048 -0.010 -0.004 0.001 0.214
H 2.231986 -3.301591 -3.107744 0.035 0.016 0.038 0.414
H 0.006985 -2.676370 -2.357250 0.013 0.009 -0.023 0.170
H 0.585209 -1.377073 -3.209024 -0.019 -0.023 0.026 0.195
C -2.640290 -4.135453 4.815282 -0.013 0.025 -0.021 -0.461
C -1.304712 -3.769135 4.712965 0.013 -0.018 0.088 -0.628
C -0.895482 -2.915469 3.702602 -0.027 0.069 -0.070 -0.315
C -1.806470 -2.395600 2.778962 -0.012 -0.138 -0.003 -0.361
C -3.143610 -2.772308 2.892614 0.055 0.056 0.012 0.009
C -3.554278 -3.633736 3.900754 -0.051 -0.050 0.100 -0.634
P -1.104718 -1.300310 1.473321 -0.255 0.064 0.238 0.486
C -2.557573 -1.060176 0.381751 0.098 -0.216 -0.258 -0.055
C -3.214156 0.240296 0.237178 0.185 0.051 0.147 -0.195
C -4.564617 0.250790 -0.540466 -0.258 0.126 -0.116 -0.249
C -5.049133 -1.040148 -1.023594 0.196 -0.139 0.029 -0.669
C -4.243645 -2.118096 -1.039415 -0.321 0.039 -0.075 -0.820
C -2.972736 -2.114400 -0.357696 0.258 0.086 0.174 -0.578
C -0.932266 0.301307 2.367850 0.236 -0.118 -0.068 1.148
C -1.639642 0.539374 3.549793 -0.031 0.083 -0.033 -0.244
C -1.484435 1.748072 4.209484 -0.062 0.035 0.071 -0.632
C -0.626841 2.702463 3.676377 -0.002 0.021 0.017 -0.634
C 0.071222 2.430595 2.506572 0.071 -0.005 -0.155 -0.719
C -0.018677 1.218332 1.794082 -0.114 -0.035 0.166 -0.472
H -2.965883 -4.804177 5.602567 0.007 -0.003 -0.006 0.358
H -0.584752 -4.152338 5.426525 0.019 0.007 -0.031 0.380
H 0.148920 -2.631439 3.621423 0.007 -0.027 0.031 0.324
H -3.872977 -2.389363 2.190942 0.007 0.013 -0.033 0.243
H -4.599365 -3.909405 3.982796 0.005 0.011 -0.040 0.392
H -3.095484 0.928192 1.064605 -0.056 0.032 -0.041 0.651
H -5.323309 0.950912 -0.210608 0.058 0.022 0.037 0.446
H -6.081564 -1.114559 -1.343447 0.016 -0.003 -0.059 0.419
H -4.600271 -3.055906 -1.450183 -0.011 0.018 0.004 0.374
H -2.416862 -3.046494 -0.309898 -0.007 0.007 0.007 0.450
H -2.308158 -0.210355 3.960266 -0.014 0.009 -0.002 0.314
H -2.027161 1.950565 5.126332 0.000 -0.035 -0.004 0.374
H -0.501484 3.654205 4.185778 0.012 -0.005 -0.017 0.359
H 0.736076 3.214169 2.135548 -0.012 -0.009 0.030 0.106
O 3.001514 5.963557 -4.741277 0.118 0.181 -0.167 -0.495
C 3.340362 4.673215 -4.474865 -0.058 -0.059 -0.033 0.563
O 4.081286 4.086839 -5.204547 0.067 0.015 0.009 -0.558
C 2.781413 4.143770 -3.210400 -0.077 -0.170 0.133 0.049
C 2.957815 4.670724 -1.953855 0.110 0.047 -0.045 -0.560
N 2.347855 3.828513 -1.097398 -0.027 0.087 0.034 -0.174
N 1.757881 2.800841 -1.726216 0.175 -0.161 -0.213 0.067
C 2.021089 2.958235 -3.014937 -0.307 0.312 -0.019 0.275
C 1.389433 2.096295 -4.127455 0.653 -0.057 -0.082 0.192
O 1.076196 2.749973 -5.127573 -0.197 0.043 0.057 -0.783
O 1.342497 0.865819 -3.901506 -0.178 -0.041 0.166 -0.599
H 2.303275 6.245647 -4.142426 -0.099 -0.110 0.080 0.374
H 3.496783 5.544006 -1.621911 -0.024 -0.025 0.044 0.473
H 2.241390 3.917422 -0.102881 -0.003 -0.020 0.048 0.101
C -3.319434 0.846852 -1.127362 -0.027 0.043 0.056 -0.933
H -2.846104 0.317160 -1.943345 -0.011 -0.072 0.027 0.286
H -3.258378 1.923999 -1.189964 -0.034 0.007 0.053 0.281
```
Forces are in eV/Å.

largest force on an atom = 0.66 eV/Å
energy relative to the best compared isomer or geometry (same formula, charge and spin) = 45.8 kcal/mol
charge = -1
molecular weight = 737.95 g mol⁻¹

=====

Looking at electronic energy for the records above, in order, we have -317386.413, -36790.495, -59177.814 eV.